# 1
Molecular formula: C5H16N2O
Method: DFT, ωB97M-V/def2-TZVPD

Computed properties:
SMILES: C[C@@H](N)CN(C)C.O
net charge: 0
relative energy (zero: lowest compared OMol25 entry of this formula, charge and spin): 1.7598 eV

Structure (XYZ):
```
24
Properties=species:S:1:pos:R:3:forces:R:3
C -2.12975 -1.13268 0.86486 0.980 -0.223 2.129
C -1.16240 -1.05293 -0.28129 -0.337 0.198 -1.390
N -1.82514 -0.86691 -1.61037 -0.211 -0.114 0.303
C -0.24568 0.14893 -0.07304 1.439 0.374 0.816
N 0.99474 -0.28242 0.60504 2.081 -0.087 -0.921
C 1.88106 -0.96930 -0.34843 -1.308 -1.014 -0.978
C 1.81537 0.71817 1.31510 -0.599 0.043 1.830
H -1.43922 -1.17793 1.76528 -0.938 0.026 -0.652
H -2.72451 -0.21476 1.00907 0.213 -0.269 -0.415
H -2.78701 -1.99929 0.95017 0.066 -0.050 -0.420
H -0.48151 -1.93118 -0.39874 -0.772 0.431 0.523
H -2.83287 -0.82735 -1.54399 -0.074 0.133 0.271
H -1.64846 -1.64570 -2.21997 0.227 -0.252 -0.156
H -0.08806 0.53892 -1.08589 0.333 0.316 0.247
H -0.58958 0.94948 0.59584 -0.766 -0.258 -0.527
H 1.60713 -0.66406 -1.37773 0.323 0.078 0.157
H 2.95130 -0.81909 -0.23931 -0.091 0.093 0.432
H 1.66719 -2.04832 -0.33886 0.365 0.077 0.079
H 2.90452 0.87095 1.03629 -1.519 -0.162 -0.332
H 1.84751 0.43162 2.39735 0.230 -0.017 -0.636
H 1.24878 1.64262 1.36277 0.334 0.534 -0.359
O 0.14880 3.17639 -0.64191 -0.173 -0.139 0.551
H 0.62633 3.86056 -0.15625 -0.025 -0.032 -0.538
H 0.26146 3.29427 -1.58600 0.222 0.315 -0.015
```
Forces are in eV/Å.

Atomic partial charges in e from the Löwdin method, atoms 1 to 4: atom 1 (C): -0.083, atom 2 (C): -0.427, atom 3 (N): 0.027, atom 4 (C): -0.216

---

# 2
Molecular formula: C3H10N2O2
Method: DFT, ωB97M-V/def2-TZVPD

Computed properties:
SMILES: CC(=O)NCN.O
net charge: 0
relative energy (zero: lowest compared OMol25 entry of this formula, charge and spin): 0.9391 eV

Structure (XYZ):
```
17
Properties=species:S:1:pos:R:3:forces:R:3
C -1.60175 -1.94113 -0.65801 -0.535 -2.562 0.345
C -0.97718 -0.72412 -0.06786 0.614 -0.536 -2.571
O -1.58298 -0.01976 0.70815 0.437 0.525 0.534
N 0.27355 -0.48874 -0.62262 -1.445 1.292 2.173
C 0.81638 0.85423 -0.53815 1.705 0.919 -1.659
N 2.27527 0.81854 -0.60872 0.518 -0.235 -0.100
H -1.50146 -2.22312 -1.71022 0.554 0.894 -0.080
H -1.13378 -2.80588 -0.15251 -0.141 0.160 0.018
H -2.66715 -2.07536 -0.47774 0.029 0.565 0.437
H 0.71336 -1.13733 -1.24988 -0.112 0.004 -0.095
H 0.54180 1.40106 -1.46217 -0.295 -0.181 0.411
H 0.52265 1.48578 0.28884 -0.725 -0.674 0.391
H 2.65768 1.47931 -1.27493 -0.210 -0.127 0.147
H 2.76249 0.95193 0.26965 -0.316 -0.077 -0.006
O -0.38088 1.87803 2.46772 0.238 -0.290 0.139
H 0.04586 1.37314 3.16768 0.043 0.226 0.139
H -0.76385 1.17341 1.92078 -0.361 0.098 -0.224
```
Forces are in eV/Å.

Atomic partial charges in e from the Löwdin method, atoms 1 to 4: atom 1 (C): -0.021, atom 2 (C): -0.522, atom 3 (O): 0.059, atom 4 (N): 0.069

---

# 3
Molecular formula: C4H7N3O
Method: DFT, ωB97M-V/def2-TZVPD

Computed properties:
SMILES: ON1C=NN[C@@H]2C[C@H]21
net charge: 0
relative energy (zero: lowest compared OMol25 entry of this formula, charge and spin): 8.1469 eV

Structure (XYZ):
```
15
Properties=species:S:1:pos:R:3:forces:R:3
O 0.83469 -1.42965 -1.14209 -2.607 -1.039 1.723
N -0.13981 -0.32707 -1.21967 -0.142 0.620 -1.383
C -1.45876 -0.43122 -0.60401 3.197 0.498 5.993
N -1.64454 -0.10450 0.71480 0.326 -0.344 -2.590
N -0.63476 0.48127 1.46605 -2.376 0.605 2.935
C 0.61358 0.30108 0.93885 1.048 -2.294 -1.639
C 1.76642 1.07455 0.21011 -1.664 -2.733 -1.004
C 0.34032 0.77147 -0.43055 2.988 1.758 -1.540
H 0.52846 -2.02154 -0.33687 0.824 1.571 -2.218
H -2.28771 -0.88400 -0.99210 -1.702 -1.083 -1.588
H -0.68545 0.17952 2.44380 -0.953 0.395 -0.409
H 0.69026 -0.88069 0.92649 1.266 2.356 -0.001
H 2.75761 0.59555 0.00476 -1.533 -0.599 0.177
H 2.01310 2.06504 0.29383 -0.337 2.606 0.741
H -0.32943 1.74013 -0.61795 1.664 -2.318 0.803
```
Forces are in eV/Å.

Atomic partial charges in e from the Löwdin method, atoms 1 to 4: atom 1 (O): -0.071, atom 2 (N): -0.127, atom 3 (C): -0.090, atom 4 (N): 0.053

---

# 4
Molecular formula: C28H84N12O6P4S2
Method: DFT, ωB97M-V/def2-TZVPD

Computed properties:
net charge: 0
relative energy (zero: lowest compared OMol25 entry of this formula, charge and spin): 26.0496 eV

Structure (XYZ):
```
136
Properties=species:S:1:pos:R:3:forces:R:3
O 14.37276 18.70485 -8.93062 -0.264 0.655 -0.499
P 14.50141 17.41084 -8.27197 -1.884 -4.119 1.338
N 13.06607 16.85337 -7.43790 1.422 0.498 1.159
C 13.09989 15.57413 -6.67539 -0.269 2.389 -1.581
C 11.76046 17.38805 -7.62219 0.398 0.915 0.084
N 15.71819 17.32352 -7.05886 -2.168 -1.637 -4.253
C 17.04696 17.63110 -7.47919 1.286 0.192 0.450
C 15.29989 17.80627 -5.83042 0.290 2.008 1.873
N 14.65527 16.01433 -9.19703 -0.159 -0.838 -1.883
C 13.70435 15.76483 -10.42648 1.620 2.331 0.745
C 15.43833 14.76797 -8.86280 -1.270 4.044 -2.570
H 12.48394 14.86632 -7.23010 -0.543 -0.277 0.347
H 12.84117 15.68661 -5.62253 -0.565 0.171 0.114
H 14.06695 15.07298 -6.71715 -1.221 2.503 0.192
H 11.19107 17.24413 -6.70394 -0.357 -0.085 -0.059
H 11.26627 16.93973 -8.48410 -0.486 -0.133 -0.080
H 11.83919 18.46277 -7.78617 -0.199 0.108 -0.201
H 17.19816 18.50219 -8.11672 -0.548 0.289 -0.185
H 17.60977 17.85133 -6.57209 0.302 -0.196 0.003
H 17.54594 16.80441 -7.98485 -0.102 -0.165 0.028
H 15.74972 18.79752 -5.77399 0.511 0.194 1.136
H 14.25660 18.08658 -5.68533 -0.212 -0.856 -0.454
H 15.64261 17.05935 -5.11436 -0.480 1.867 0.442
H 13.39242 14.72110 -10.46415 0.853 2.519 -0.192
H 12.78461 16.34834 -10.38541 0.212 0.510 0.175
H 14.21589 15.92572 -11.37545 0.343 0.788 -0.014
H 15.84561 14.49406 -9.83604 0.376 -0.040 -0.274
H 14.85769 13.93641 -8.46346 0.179 0.952 -1.156
H 16.27642 15.03415 -8.21872 -1.865 0.937 -0.443
O 17.16039 6.80982 -3.28654 -0.193 -0.152 0.012
P 18.19604 6.74585 -4.33156 1.891 -1.262 -0.624
N 17.75097 7.45853 -5.81525 0.650 -1.412 -0.363
C 17.97131 8.88632 -5.96687 1.250 -1.670 1.088
C 16.67383 6.87347 -6.63937 1.387 -0.354 0.285
N 18.71689 5.10845 -4.64329 -0.421 0.945 -0.287
C 18.57225 4.10773 -3.58410 0.183 -0.309 0.220
C 19.46466 4.62811 -5.84131 -1.481 1.438 0.833
N 19.61910 7.54445 -3.78795 -1.586 -1.031 -1.118
C 20.82902 7.63090 -4.63719 0.139 1.122 1.018
C 19.36280 8.60718 -2.79932 0.882 0.110 -0.719
H 18.96325 9.05886 -5.54928 0.057 0.576 -0.398
H 17.24127 9.33881 -5.29576 3.791 -1.820 -0.856
H 17.89688 9.17874 -7.01427 -0.051 0.206 0.099
H 15.75392 6.79925 -6.05941 -0.174 -0.346 -0.403
H 17.10543 5.94729 -7.01884 -0.778 -0.721 0.486
H 16.55089 7.37764 -7.59791 -0.183 0.805 0.357
H 18.81079 4.45507 -2.57884 -0.434 0.522 -0.038
H 17.61000 3.59590 -3.59850 -0.303 0.340 0.133
H 19.28159 3.28583 -3.68115 0.370 0.135 -0.618
H 20.52949 4.56652 -5.61672 0.022 -0.331 -0.262
H 19.00324 3.70826 -6.20057 0.381 -0.242 0.141
H 19.25460 5.37901 -6.60298 0.499 -0.004 -0.248
H 21.71186 7.73776 -4.00690 0.078 -0.671 0.392
H 21.01699 6.85468 -5.37898 -0.573 -0.235 0.399
H 20.92043 8.58653 -5.15344 -0.583 0.297 -0.493
H 20.06025 8.49247 -1.96956 -0.005 0.226 0.059
H 18.34285 8.60594 -2.41487 0.219 -0.418 -0.175
H 19.52457 9.56004 -3.30331 0.131 0.442 0.304
O 14.70508 13.90005 -6.81093 1.840 -4.976 1.593
P 15.76530 13.19286 -6.08151 2.141 -2.577 2.805
N 16.08708 13.85612 -4.55889 0.192 -2.765 0.650
C 15.18431 13.58085 -3.48699 -2.237 -0.346 -0.245
C 16.61629 15.13943 -4.39965 -0.932 1.822 -2.044
N 17.28834 13.11278 -6.77572 -0.894 0.022 -0.281
C 17.44807 13.62111 -8.13566 1.466 -1.782 0.879
C 18.55780 12.84437 -6.12753 -0.071 -0.664 -0.915
N 15.40001 11.52532 -5.70724 -0.979 3.759 0.180
C 16.11697 10.68382 -4.81403 -2.583 -0.638 -4.098
C 14.50205 10.83686 -6.61722 4.605 1.097 7.150
H 15.41819 13.98186 -2.50079 0.962 -0.119 -0.097
H 14.97821 12.51287 -3.41599 -0.411 0.593 0.022
H 14.26267 14.12999 -3.67965 -0.697 -0.166 -0.065
H 16.79208 15.46030 -3.37289 -3.229 -1.612 -2.805
H 15.91667 15.89439 -4.75835 0.427 -0.873 -0.475
H 17.60344 15.15631 -4.86154 -0.214 0.754 -0.400
H 16.51210 13.48254 -8.67682 1.521 -0.619 0.358
H 17.80350 14.63515 -7.95265 0.179 0.072 -1.083
H 18.20096 13.06443 -8.69364 0.378 -0.283 0.266
H 19.07727 12.01647 -6.61006 -0.391 -0.837 -0.137
H 19.27053 13.62442 -6.39520 -0.248 0.626 1.008
H 18.43358 12.56252 -5.08195 0.019 0.571 -0.120
H 16.88547 11.15901 -4.20436 1.934 -0.316 -4.248
H 15.32403 10.31033 -4.16607 0.187 -0.725 0.115
H 16.47478 9.85160 -5.42023 -2.925 2.345 0.411
H 15.18906 10.39322 -7.33785 0.576 -0.219 1.194
H 13.84912 11.43176 -7.25587 0.632 4.406 6.405
H 13.96833 9.98225 -6.20143 -0.401 0.012 0.556
O 13.13027 13.55856 -9.96808 -0.878 -4.017 2.048
P 12.22763 12.41200 -10.08275 -1.795 -3.907 -0.797
N 13.13510 10.89740 -9.71687 -1.393 1.397 -2.418
C 12.75365 9.48291 -10.12908 -0.510 1.062 1.456
C 14.18797 10.99143 -8.68422 -2.163 -2.216 -8.050
N 11.58412 12.33036 -11.69882 0.747 0.457 2.624
C 10.81934 11.16629 -12.05253 -0.252 -0.273 -0.675
C 11.55064 13.55901 -12.48054 1.087 -0.294 0.190
N 10.75061 12.40970 -9.08488 2.123 -0.291 -3.694
C 10.00079 13.64615 -9.19438 0.724 0.858 0.283
C 10.79516 11.96005 -7.75238 1.541 -0.391 0.873
H 11.94417 9.12410 -9.49339 -0.070 -0.095 0.551
H 13.60233 8.83205 -9.91883 0.088 0.132 -0.358
H 12.30476 9.29349 -11.10413 0.842 0.698 -0.305
H 13.80418 10.70577 -7.70483 -2.718 -3.586 -7.536
H 14.73371 11.93399 -8.72712 -0.780 0.498 0.507
H 15.01530 10.30314 -8.85710 -0.244 -0.558 -1.117
H 10.39267 10.70493 -11.16192 0.340 -0.306 0.022
H 9.95185 11.30558 -12.69764 -0.142 0.909 -0.005
H 11.43867 10.50667 -12.66035 0.049 -0.534 0.306
H 12.14395 14.31315 -11.96347 -0.634 0.223 0.377
H 12.18307 13.47534 -13.36435 -0.588 -0.355 -0.655
H 10.52498 13.87295 -12.67438 0.125 0.165 -0.195
H 9.99362 14.14089 -10.16561 -0.625 -0.914 -0.516
H 9.03764 13.48873 -8.70893 -0.161 0.346 -0.434
H 10.56582 14.42339 -8.67987 -0.182 0.224 0.870
H 10.87157 12.87120 -7.15903 -0.793 -0.375 1.003
H 11.74507 11.46779 -7.54390 0.121 -0.219 -0.122
H 10.05618 11.18293 -7.55721 -0.519 0.587 0.503
C 16.66115 12.60883 -0.22085 0.114 1.599 -0.328
S 17.54748 12.45602 -1.79542 1.073 -5.336 1.753
O 18.87818 11.68937 -1.41542 -2.222 1.853 -0.870
C 16.36542 11.07750 -2.40015 0.307 1.664 3.321
H 15.75278 13.17605 -0.42390 -0.302 -0.244 -0.130
H 17.26472 13.34275 0.31316 0.171 -0.489 0.617
H 16.42273 11.67864 0.29490 0.497 0.082 -0.163
H 15.45070 11.29399 -1.84831 -0.126 -0.132 -0.209
H 16.65247 10.05513 -2.15428 0.721 0.184 0.279
H 16.28041 11.15329 -3.48419 -1.474 1.006 5.945
C 20.32094 13.65146 -3.44271 -0.736 1.054 0.848
S 19.82735 15.44320 -3.62358 -1.110 -0.456 -1.963
O 19.53062 15.52303 -5.14436 0.605 0.325 2.419
C 18.17654 15.42720 -2.65485 3.331 0.057 2.590
H 21.39608 13.58693 -3.27534 -0.036 0.104 -0.649
H 19.88394 13.22546 -4.34584 0.820 -0.038 0.353
H 19.87249 13.21221 -2.55161 -0.054 -0.043 -0.041
H 17.48272 16.24739 -2.83922 2.033 1.145 0.696
H 18.52953 15.54951 -1.63087 0.461 -0.088 0.369
H 17.60563 14.50047 -2.71254 1.374 0.252 0.380
```
Forces are in eV/Å.

Atomic partial charges in e from the Löwdin method, atoms 1 to 4: atom 1 (O): -0.281, atom 2 (P): 0.591, atom 3 (N): -0.314, atom 4 (C): -0.103